{"formula": "C4H2CaO", "method": "ωB97M-V/def2-TZVPD", "homo_lumo_gap_ev": [5.91, 5.85], "lumo_energy_ev": [-5.96, -6.28], "charge": 1, "de_lowest_ev": 0.0000, "multiplicity": 2, "s2": 0.755, "symbols": ["C", "C", "H", "O", "C", "C", "H", "Ca"], "xyz": [[1.047890, -0.134309, 0.153929], [1.971921, -0.046518, -0.632447], [2.872634, 0.101007, -1.202439], [-1.282269, 1.899507, 0.027152], [-1.246315, 0.768713, 0.432326], [-0.344611, -0.302927, 0.484786], [-0.565966, -1.074162, 1.239707], [-2.453282, -1.211312, -0.503015]], "atomic_forces_ev_per_a": [[0.1, -0.2, -2.1], [-0.1, 0.2, 1.0], [-0.3, -0.1, 0.3], [-0.1, -1.2, 0.5], [-0.2, 1.0, -0.7], [0.0, -0.5, 0.7], [-0.1, 0.3, 0.0], [0.6, 0.5, 0.3]], "lowdin_charge": [-0.158, 0.136, 0.045, 0.099, -0.419, -0.379, 0.071, 1.603]}


{"formula": "C59H61N13O3", "method": "ωB97M-V/def2-TZVPD", "smiles": "O=NO[C@H]1CCNC1=O.c1ccncc1.c1ccncc1.c1ccncc1.c1ccncc1.c1ccncc1.c1ccncc1.c1ccncc1.c1ccncc1.c1ccncc1.c1ccncc1.c1ccncc1", "homo_lumo_gap_ev": 8.77, "lumo_energy_ev": -0.56, "charge": 0, "symbols": ["O", "N", "O", "C", "C", "C", "N", "C", "O", "H", "H", "H", "H", "H", "H", "N", "C", "C", "C", "C", "C", "H", "H", "H", "H", "H", "N", "C", "C", "C", "C", "C", "H", "H", "H", "H", "H", "N", "C", "C", "C", "C", "C", "H", "H", "H", "H", "H", "N", "C", "C", "C", "C", "C", "H", "H", "H", "H", "H", "N", "C", "C", "C", "C", "C", "H", "H", "H", "H", "H", "N", "C", "C", "C", "C", "C", "H", "H", "H", "H", "H", "N", "C", "C", "C", "C", "C", "H", "H", "H", "H", "H", "N", "C", "C", "C", "C", "C", "H", "H", "H", "H", "H", "N", "C", "C", "C", "C", "C", "H", "H", "H", "H", "H", "N", "C", "C", "C", "C", "C", "H", "H", "H", "H", "H", "N", "C", "C", "C", "C", "C", "H", "H", "H", "H", "H"], "xyz": [[-5.388897, -4.632397, -0.961438], [-4.205592, -4.705471, -1.053207], [-3.667203, -3.451558, -1.173268], [-3.785375, -2.912524, -2.527858], [-2.281493, -2.399551, -2.809566], [-1.928170, -2.881433, -4.316282], [-2.704851, -4.158794, -4.403755], [-3.993804, -3.908046, -3.761670], [-5.011798, -4.439371, -4.229077], [-4.614270, -2.141284, -2.460069], [-1.665006, -3.139746, -2.195734], [-2.098796, -1.299320, -2.585813], [-0.801075, -3.021609, -4.328956], [-2.309930, -2.222296, -5.157607], [-2.209790, -5.009690, -4.122525], [-1.591739, 0.506922, -4.822123], [-0.876679, 1.403921, -4.125427], [0.306878, 1.966729, -4.573856], [0.786642, 1.579539, -5.816356], [0.069573, 0.652433, -6.559348], [-1.105232, 0.150598, -6.023348], [-1.290393, 1.672956, -3.158864], [0.839657, 2.689194, -3.966015], [1.710419, 1.996169, -6.202478], [0.414972, 0.327226, -7.532666], [-1.702275, -0.573991, -6.567863], [-10.381905, -2.947698, -0.554233], [-10.982108, -3.293058, -1.703165], [-10.300404, -3.717706, -2.832330], [-8.916157, -3.787107, -2.775619], [-8.270036, -3.433811, -1.599894], [-9.042939, -3.025395, -0.525091], [-12.063828, -3.218590, -1.699924], [-10.838094, -3.986697, -3.732706], [-8.345942, -4.113454, -3.638545], [-7.193385, -3.475360, -1.520517], [-8.584086, -2.742482, 0.416938], [-14.598830, -3.421180, -0.830742], [-15.855513, -3.889777, -0.851562], [-16.335614, -4.848781, 0.025512], [-15.467246, -5.358915, 0.979554], [-14.161576, -4.893098, 1.021885], [-13.779798, -3.929363, 0.102320], [-16.495231, -3.463000, -1.617074], [-17.361810, -5.188400, -0.036023], [-15.804920, -6.111827, 1.683125], [-13.456450, -5.268923, 1.752306], [-12.771477, -3.531001, 0.098509], [1.937868, 3.873271, -2.487575], [1.629544, 4.186561, -1.219614], [2.367502, 5.060905, -0.439957], [3.493418, 5.645155, -0.998082], [3.837474, 5.338593, -2.306010], [3.031373, 4.454228, -3.003895], [0.742105, 3.701391, -0.826661], [2.069849, 5.278771, 0.577702], [4.098073, 6.333993, -0.418785], [4.710908, 5.776456, -2.772902], [3.256459, 4.185119, -4.031240], [5.342005, 3.705245, 1.394876], [5.033210, 4.018388, 2.662934], [5.770347, 4.893207, 3.444355], [6.897182, 5.478547, 2.887583], [7.242036, 5.172145, 1.579571], [6.437194, 4.287772, 0.879422], [4.145512, 3.532688, 3.055282], [5.470771, 5.110325, 4.462655], [7.501438, 6.167741, 3.467881], [8.115645, 5.610312, 1.113706], [6.663611, 4.019610, -0.147466], [-1.550390, -3.664658, 1.824628], [-2.806904, -4.133858, 1.808177], [-3.283181, -5.094993, 2.685311], [-2.410723, -5.606474, 3.634446], [-1.104882, -5.139768, 3.672094], [-0.727704, -4.174033, 2.752752], [-3.447734, -3.705270, 1.049341], [-4.309517, -5.434870, 2.627340], [-2.744844, -6.360805, 4.337969], [-0.396471, -5.516639, 4.399040], [0.281512, -3.774916, 2.744259], [-1.295567, -1.487715, 6.599477], [-0.585912, -0.585304, 7.292816], [0.597016, -0.022241, 6.841556], [1.080140, -0.415642, 5.602412], [0.366730, -1.349026, 4.865241], [-0.807882, -1.850130, 5.403537], [-1.002310, -0.311948, 8.256821], [1.127030, 0.704906, 7.443823], [2.003231, 0.001201, 5.214872], [0.714107, -1.679348, 3.894644], [-1.402809, -2.579053, 4.863882], [9.038824, 4.287082, -1.658303], [9.068090, 3.430548, -2.690300], [8.789243, 3.789246, -3.999353], [8.456211, 5.109675, -4.261077], [8.416476, 6.016326, -3.212257], [8.715404, 5.558517, -1.939254], [9.330363, 2.409178, -2.435283], [8.831069, 3.054652, -4.793448], [8.230093, 5.429250, -5.272238], [8.159910, 7.054848, -3.379446], [8.701025, 6.230710, -1.087326], [10.410960, 6.559158, 4.914757], [10.794532, 5.954136, 3.780784], [11.498590, 4.761475, 3.742770], [11.831180, 4.157676, 4.946049], [11.448468, 4.763316, 6.133811], [10.743448, 5.953958, 6.064331], [10.513882, 6.466473, 2.866285], [11.779792, 4.316682, 2.796644], [12.382853, 3.224343, 4.958300], [11.691435, 4.320627, 7.091492], [10.418907, 6.464012, 6.965606], [4.582050, 4.800699, 7.111537], [5.800619, 4.635163, 7.647639], [6.104281, 3.664602, 8.588646], [5.090452, 2.815396, 9.005709], [3.820473, 2.965782, 8.468883], [3.620021, 3.965310, 7.530618], [6.559248, 5.325087, 7.292437], [7.107637, 3.575537, 8.985333], [5.287896, 2.043892, 9.741542], [3.005000, 2.321159, 8.771660], [2.645211, 4.119941, 7.079384], [-1.576122, -5.124552, -8.466671], [-1.737624, -6.179252, -9.279845], [-2.779240, -7.085968, -9.169191], [-3.709132, -6.897026, -8.156804], [-3.565025, -5.815513, -7.300438], [-2.490113, -4.963800, -7.497234], [-0.983886, -6.286339, -10.053107], [-2.861225, -7.918659, -9.856432], [-4.538023, -7.585786, -8.036683], [-4.271052, -5.636833, -6.498643], [-2.337079, -4.103550, -6.856654]], "atomic_forces_ev_per_a": [[1.3, -0.8, -0.1], [-2.5, -0.7, 0.4], [0.7, 0.4, -1.0], [0.8, 1.8, -0.8], [-0.5, -0.5, -0.8], [-0.3, 0.0, 1.4], [-0.3, 1.2, 0.5], [-0.4, -2.5, -1.1], [2.3, 1.8, 2.0], [1.1, -0.8, -0.5], [-0.7, 1.5, -0.4], [-0.2, -1.6, -0.2], [-1.5, 0.1, -0.5], [0.7, -0.6, 1.3], [-0.5, 0.4, -0.2], [0.5, 0.1, -0.3], [-0.4, -0.4, -0.2], [0.1, 0.1, -0.2], [0.0, 0.0, 0.0], [0.1, 0.1, 0.0], [-0.3, 0.1, 0.5], [0.1, 0.1, 0.0], [-0.1, -0.1, 0.0], [0.0, 0.0, 0.0], [-0.1, 0.0, 0.0], [0.1, 0.0, -0.1], [0.3, -0.2, -0.5], [0.1, 0.2, 0.4], [0.2, 0.0, 0.0], [0.0, 0.0, -0.1], [-0.1, 0.0, -0.1], [-0.5, 0.1, 0.1], [0.0, 0.0, -0.2], [0.0, 0.0, 0.1], [0.0, 0.0, 0.1], [-0.1, 0.0, 0.0], [0.0, 0.0, 0.0], [-0.2, -0.5, 0.4], [0.4, 0.3, -0.1], [0.1, 0.0, 0.1], [0.0, -0.1, 0.1], [-0.2, -0.1, 0.0], [-0.1, 0.3, -0.3], [0.0, 0.0, 0.0], [0.0, 0.0, 0.0], [0.0, 0.0, 0.0], [0.0, 0.0, 0.0], [0.0, -0.1, 0.2], [0.5, 0.5, 0.4], [0.0, -0.2, -0.5], [0.1, 0.0, -0.1], [0.1, 0.1, 0.1], [-0.1, 0.0, 0.1], [-0.4, -0.3, 0.1], [0.0, 0.0, 0.0], [0.0, 0.0, 0.0], [0.0, -0.1, 0.0], [0.0, 0.0, 0.0], [0.1, 0.0, 0.0], [0.4, 0.4, 0.3], [0.0, -0.2, -0.5], [0.1, 0.1, 0.0], [0.1, 0.1, 0.1], [-0.1, 0.0, 0.1], [-0.5, -0.3, 0.0], [0.0, 0.0, 0.1], [0.0, 0.0, 0.0], [0.0, 0.0, 0.0], [0.0, -0.1, 0.0], [0.1, 0.0, 0.0], [-0.1, -0.4, 0.4], [0.4, 0.3, 0.0], [0.1, 0.0, 0.1], [0.0, -0.1, 0.1], [-0.1, -0.1, 0.0], [-0.2, 0.2, -0.4], [0.0, 0.0, 0.2], [0.0, 0.0, 0.0], [0.0, 0.0, 0.0], [0.0, 0.0, 0.0], [0.0, -0.1, 0.0], [0.5, 0.3, -0.2], [-0.4, -0.4, -0.2], [0.0, -0.1, -0.1], [0.1, 0.0, 0.0], [0.1, 0.1, 0.1], [-0.4, 0.0, 0.4], [0.1, 0.0, 0.0], [0.0, 0.0, 0.0], [0.0, 0.0, 0.0], [-0.1, 0.0, 0.0], [0.1, 0.0, 0.0], [-0.1, 0.2, -0.6], [0.0, 0.2, 0.5], [0.0, 0.1, 0.0], [0.0, 0.0, -0.1], [0.0, -0.1, -0.1], [0.1, -0.5, 0.2], [0.0, 0.0, -0.1], [0.0, 0.0, 0.1], [0.0, 0.0, 0.1], [0.0, 0.0, 0.0], [0.0, 0.1, -0.1], [0.3, -0.5, 0.0], [-0.2, 0.3, 0.4], [0.0, 0.0, 0.1], [0.0, -0.1, 0.0], [0.0, 0.0, -0.1], [-0.2, 0.3, -0.3], [0.0, -0.1, 0.0], [0.0, 0.0, 0.0], [0.0, 0.1, 0.0], [0.0, 0.0, 0.0], [0.0, -0.1, 0.0], [0.1, -0.5, 0.4], [-0.4, 0.2, -0.3], [-0.1, -0.1, 0.0], [0.0, -0.1, 0.1], [0.1, 0.0, 0.0], [0.2, 0.4, -0.3], [0.0, 0.0, 0.0], [0.0, 0.0, 0.0], [0.0, 0.0, 0.0], [0.0, 0.0, 0.0], [0.0, 0.0, 0.0], [-0.5, -0.4, 0.0], [0.2, 0.4, 0.2], [-0.1, 0.0, 0.1], [0.0, 0.0, 0.0], [-0.1, -0.1, 0.0], [0.5, 0.1, -0.4], [0.0, -0.1, 0.0], [0.0, 0.0, 0.0], [0.0, 0.0, 0.0], [0.1, 0.1, 0.0], [-0.1, -0.1, 0.0]], "lowdin_charge": [0.066, -0.001, -0.154, -0.171, -0.076, -0.173, 0.005, -0.326, 0.073, 0.162, 0.129, 0.113, 0.132, 0.096, 0.142, 0.050, -0.148, -0.066, -0.077, -0.074, -0.167, 0.101, 0.059, 0.103, 0.101, 0.093, 0.052, -0.155, -0.066, -0.070, -0.072, -0.147, 0.074, 0.102, 0.106, 0.065, 0.102, 0.056, -0.155, -0.081, -0.085, -0.066, -0.151, 0.100, 0.099, 0.103, 0.103, 0.069, 0.040, -0.138, -0.070, -0.083, -0.071, -0.145, 0.105, 0.104, 0.107, 0.096, 0.102, 0.058, -0.156, -0.070, -0.077, -0.075, -0.160, 0.100, 0.082, 0.098, 0.081, 0.088, 0.071, -0.150, -0.063, -0.076, -0.084, -0.180, 0.071, 0.104, 0.107, 0.105, 0.096, 0.057, -0.156, -0.079, -0.080, -0.070, -0.145, 0.101, 0.087, 0.105, 0.092, 0.087, 0.056, -0.148, -0.073, -0.082, -0.076, -0.162, 0.104, 0.102, 0.106, 0.102, 0.092, 0.051, -0.162, -0.072, -0.081, -0.078, -0.159, 0.099, 0.103, 0.105, 0.100, 0.100, 0.051, -0.154, -0.074, -0.080, -0.077, -0.152, 0.102, 0.101, 0.106, 0.093, 0.102, 0.050, -0.163, -0.083, -0.081, -0.069, -0.155, 0.098, 0.098, 0.104, 0.086, 0.076]}


Number 1: E -906.0601 hartree. Number 2: E -3222.1554 hartree.